Entry 1:
Formula: C5H15N2O
Source: the OMol25 dataset
Level of theory: ωB97M-V/def2-TZVPD

HOMO energy ... -0.5235 Eh
E_LUMO ... -3.24 eV
2S+1 ... 1
Net charge ... +1
HOMO-LUMO gap ... 11.01 eV
Max |F| ... 5.14 eV/A

Last column: Löwdin charge in e.
CARTESIAN COORDINATES (ANGSTROEM)
C 1.9684 -1.3527 -1.1431  0.0097
C 1.9732 1.3967 0.5478  0.0920
C -1.7085 1.2964 -0.7587  -0.0376
C -2.1974 0.1708 1.1350  -0.0468
C 1.6405 -1.0139 0.3169  -0.5052
N 1.2746 0.3513 0.4166  0.0104
N -1.3501 0.0540 -0.0462  -0.0861
O 0.5555 -1.7223 0.7789  -0.0010
H 2.6656 -2.1704 -1.1082  0.0811
H 0.9288 -1.7518 -1.6060  0.1336
H 2.2598 -0.3802 -1.6641  0.1131
H -2.0231 -0.4763 1.8547  0.0487
H 1.6487 2.4006 0.7213  0.0924
H 3.0183 1.3353 0.6622  0.0865
H -2.8255 1.1483 -0.9319  0.1321
H -1.6622 2.2296 -0.1872  0.1088
H -1.0376 1.3138 -1.5431  0.0685
H -2.0521 1.0990 1.6325  0.1055
H -3.2028 -0.0479 0.9270  0.0999
H -1.5669 -0.8006 -0.4796  0.1386
H 2.4445 -1.3144 0.9144  0.1393
H -0.1811 0.2567 0.1518  0.1290
H 0.5254 -2.3705 0.0658  0.0877



Entry 2:
Formula: C5H15N2O
Source: the OMol25 dataset
Level of theory: ωB97M-V/def2-TZVPD

HOMO energy ... -0.4928 Eh
E_LUMO ... -2.94 eV
2S+1 ... 1
Net charge ... +1
HOMO-LUMO gap ... 10.47 eV
SMILES ... C[C@@H](O)CNCC[NH3+]
Max |F| ... 1.69 eV/A

Last column: Löwdin charge in e.
CARTESIAN COORDINATES (ANGSTROEM)
C -0.1455 2.3189 -1.9110  -0.0185
C -0.2433 1.1332 -0.9626  -0.4130
O -0.8749 -0.0182 -1.5629  -0.0487
C 1.1307 0.7989 -0.3850  -0.1517
N 1.1902 -0.3230 0.5879  -0.0774
C 0.3611 -0.1903 1.7749  -0.1704
C -0.6160 -1.3787 1.9522  -0.1011
N -0.8275 -2.1007 0.6526  0.1809
H -0.0759 1.9220 -2.9285  0.0908
H -1.0991 2.8477 -1.9459  0.0928
H 0.6532 2.9946 -1.6318  0.0899
H -0.9007 1.3569 -0.1545  0.1198
H -0.7596 0.0257 -2.5175  0.0929
H 1.4304 1.7047 0.1688  0.1317
H 1.8606 0.6110 -1.1638  0.1331
H 2.1385 -0.5685 0.8026  0.1207
H -0.1036 0.7674 1.7778  0.1095
H 0.9835 -0.2416 2.6653  0.1281
H -1.6012 -1.1324 2.2989  0.1226
H -0.3006 -2.0946 2.7019  0.1266
H 0.0729 -1.9332 0.1559  0.1409
H -1.4835 -1.6176 0.0535  0.1406
H -1.0272 -3.0683 0.8150  0.1600



Entry 3:
Formula: C5H15N2O2
Source: the OMol25 dataset
Level of theory: ωB97M-V/def2-TZVPD

HOMO energy ... -0.1278 Eh
E_LUMO ... 3.74 eV
2S+1 ... 1
Net charge ... -1
HOMO-LUMO gap ... 7.22 eV
Max |F| ... 4.02 eV/A

Last column: Löwdin charge in e.
CARTESIAN COORDINATES (ANGSTROEM)
C 0.2750 0.5906 -2.3452  -0.0733
C -0.1777 0.2023 -0.8947  -0.3436
C -1.6396 -0.3191 -0.7541  -0.1689
C -1.7761 -0.5335 0.7256  -0.4182
O -2.1746 0.6597 1.2977  -0.2909
N 0.8487 -0.8110 -0.4183  -0.0317
C 1.8220 -0.2396 0.5706  -0.3127
N 2.1426 -1.4031 1.4142  -0.0724
H 0.7151 -0.1848 -2.8991  0.0318
H -0.5635 0.8809 -3.0155  0.0735
H 0.9611 1.3771 -2.3207  0.0413
H -0.0463 1.1807 -0.3807  0.1188
H -2.2544 0.5544 -1.0503  0.1171
H -1.9778 -1.1298 -1.3605  0.0841
H -0.8566 -1.0927 1.2787  0.1306
H -2.7035 -1.1422 0.9820  0.0903
H 1.3059 -1.3267 -1.1406  0.0752
H 2.8299 0.2165 0.3509  0.0865
H 1.6189 0.6849 1.2565  0.1253
H 1.7180 -1.5208 2.3338  0.0408
H 2.2332 -2.3404 0.9041  0.0774
H -0.8317 2.1008 2.4248  -0.0704
H -1.1570 1.4284 1.3774  -0.0365
O -0.3116 2.1675 1.6634  -0.2742